# 1
This record from the Open Molecules 2025 dataset describes a 2-piece molecular cluster, C2H3BrF2O2 overall. The level of theory is the ωB97M-V functional and the def2-TZVPD basis.

The geometry in XYZ format:
```
10
Properties=species:S:1:pos:R:3:forces:R:3:mulliken_charge:R:1
H -1.74205 -0.89167 0.22425 -0.2 0.2 -1.1 0.368
C -0.26837 -0.12847 -0.74733 -0.5 2.3 -1.4 0.505
Br -1.72109 2.04086 1.24204 1.3 -1.3 -0.2 -0.420
C 0.28591 -0.00045 0.64395 -0.9 0.7 1.5 0.126
O -1.56099 -0.58893 -0.69804 1.3 -0.8 0.4 -0.399
O 1.43439 0.49788 0.98183 -0.6 -1.9 0.8 -0.343
F 0.75079 -0.96632 -1.32983 -1.6 0.3 0.4 -0.287
H -0.30484 0.87730 -1.33473 0.6 -1.9 1.1 0.275
H 1.71904 -0.11805 1.73753 0.0 1.5 -0.9 0.393
F -0.11229 -1.02103 1.43035 0.5 1.0 -0.5 -0.218
```
Positions in Å, forces in eV/Å.

---

# 2
This record from the Open Molecules 2025 dataset describes C4H9NO2 as an isolated structure. The level of theory is the ωB97M-V functional and the def2-TZVPD basis.

The geometry in XYZ format:
```
16
Properties=species:S:1:pos:R:3:forces:R:3:mulliken_charge:R:1
H 2.66151 0.07718 -0.64916 -0.1 -0.1 -0.1 0.532
H -0.59396 -0.74276 -1.51504 0.0 0.1 0.1 0.202
C -0.84801 -0.24401 -0.56451 0.0 -0.4 0.1 0.447
H -2.96125 -0.48050 -0.84691 0.1 -0.1 0.1 0.324
N 1.52914 -0.03605 0.03926 0.1 0.2 0.1 -0.346
H 1.81113 1.67481 1.30275 0.1 -0.1 -0.1 0.378
C 2.14246 1.01676 0.49721 -0.1 -0.1 0.0 -0.044
H -0.08577 1.44264 -1.10835 -0.1 0.1 0.0 0.326
H -2.19978 -1.81168 0.05453 0.0 0.2 0.0 0.371
O -0.93739 1.15458 -0.75417 0.2 0.1 -0.1 -0.547
O 3.23398 1.17094 -0.14915 0.1 0.1 0.1 -0.632
H 0.33986 -1.65009 0.58527 -0.1 0.1 0.0 0.309
C 0.24790 -0.56614 0.45556 0.0 0.0 0.1 -0.679
C -2.20674 -0.72688 -0.09644 0.0 0.0 0.0 -1.334
H -0.03383 -0.12462 1.42274 0.0 -0.1 -0.2 0.334
H -2.49014 -0.23351 0.84000 0.1 -0.1 -0.1 0.357
```
Positions in Å, forces in eV/Å.

---

# 3
This record from the Open Molecules 2025 dataset describes an isolated ion of composition C5H12NO and charge -1. The level of theory is the ωB97M-V functional and the def2-TZVPD basis.

Calculated values
**Total charge**: -1
**Structure (SMILES)**: CCCNCC[O-]

The geometry in XYZ format:
```
19
Properties=species:S:1:pos:R:3:forces:R:3:mulliken_charge:R:1
H 1.63126 1.86862 -1.45358 -0.9 -1.5 -0.2 0.301
C -1.02557 -0.87628 -0.25987 1.6 -2.2 0.0 -0.402
H -1.64643 0.62466 0.76511 -0.9 -0.4 -0.7 0.195
H -0.13452 -1.15396 0.34289 0.4 0.0 -0.3 0.079
C 1.21048 0.98300 -0.89224 1.2 -0.3 2.9 -0.301
C -2.11784 -1.77807 0.51659 0.7 0.2 -2.7 -0.095
H 0.13919 1.33153 1.08307 0.8 0.6 -1.2 0.226
H -2.82630 -2.28641 -0.40194 1.1 0.7 1.8 0.083
H 0.96221 -0.03863 -1.32749 0.5 1.9 -0.5 0.299
N -1.21890 0.52038 -0.16575 -1.1 0.7 -0.2 -0.444
H 2.01030 0.40890 1.11044 -0.4 -0.2 1.7 0.335
C 2.46179 0.58506 0.19026 -0.3 0.1 -4.3 -0.987
H -0.85656 -1.22839 -1.29602 -0.1 0.1 0.2 0.182
H 3.31528 1.35756 0.23078 -1.3 -1.4 -0.2 0.296
H 2.67226 -0.40836 -0.32127 1.0 1.2 1.3 0.238
C -0.04079 1.36462 -0.04410 0.0 -0.2 0.7 -0.555
H -0.43019 2.34083 -0.32282 0.4 0.5 0.2 0.280
H -1.41989 -2.67268 0.92162 -1.4 0.9 -0.4 0.104
O -2.68577 -0.94240 1.32434 -1.2 -0.7 1.8 -0.835
```
Positions in Å, forces in eV/Å.

---

# 4
This record from the Open Molecules 2025 dataset describes C7H15CeCl2N as an isolated structure. The level of theory is the ωB97M-V functional and the def2-TZVPD basis.

Calculated values
**⟨S²⟩**: 0.751
**Total charge**: -1
**Multiplicity**: 2

The geometry in XYZ format:
```
26
Properties=species:S:1:pos:R:3:forces:R:3:mulliken_spin:R:1
H -1.58564 1.36036 -0.37499 0.2 -0.3 0.1 -0.003
H 0.53601 -2.10509 -0.23521 -0.5 0.1 -0.3 0.000
C -0.75510 1.06178 -2.33543 0.1 -0.1 0.0 -0.001
C -1.56988 0.55717 -1.12672 -0.5 0.8 -0.7 0.003
H 1.29413 1.14271 -3.06572 -0.2 -0.2 0.5 0.000
H 0.94902 -1.24943 -2.81350 0.1 0.0 0.3 0.000
H 0.20661 -1.75698 2.57128 -0.4 0.7 0.0 0.000
C 1.49623 0.08570 1.34967 0.7 0.1 1.3 -0.017
Cl -0.65917 3.02388 1.45320 -0.9 1.4 -0.7 0.003
H 2.07009 -0.80901 -1.50096 -0.3 0.1 -0.3 0.000
C 0.74622 0.81561 -2.15882 0.0 -0.5 0.3 0.000
C 1.03603 -0.69185 -1.86211 0.1 0.5 -0.6 0.000
Ce 0.11878 1.03310 2.84525 0.8 -0.9 -2.5 1.012
H -1.08388 0.54028 -3.24203 -0.1 0.0 0.0 0.000
H 1.09798 1.39403 -1.29893 0.0 0.0 -0.1 0.000
H -1.42867 -1.73340 2.37270 0.4 0.1 0.6 0.001
H -0.75230 -1.74939 3.92482 -0.2 0.2 -0.8 0.000
H -0.95367 2.13857 -2.50097 0.1 -0.5 0.1 0.000
Cl 0.97777 1.19819 5.19476 0.8 0.1 2.3 0.001
C 0.11081 -1.29680 -0.83984 -1.6 1.1 0.3 -0.001
H -2.62093 0.47198 -1.44716 0.1 -0.1 0.1 0.000
H 1.84081 -0.23142 0.36268 0.2 0.2 0.3 0.001
H 2.39467 0.05131 2.06946 -0.5 0.1 -0.4 -0.001
N -0.67004 -1.36511 2.96373 -0.4 -1.9 0.6 0.000
H -1.70240 -1.15907 0.24337 0.0 0.0 -0.1 0.000
C -1.09349 -0.72712 -0.54853 1.9 -1.1 -0.2 0.001
```
Positions in Å, forces in eV/Å.

---

# 5
This record from the Open Molecules 2025 dataset describes C9H15NO in the gas phase. The level of theory is the ωB97M-V functional and the def2-TZVPD basis.

Calculated values
**Structure (SMILES)**: C=C(C)NC(=O)[C@@]1(C)C[C@@H]1C

The geometry in XYZ format:
```
26
Properties=species:S:1:pos:R:3:forces:R:3:mulliken_charge:R:1
O -0.62184 -1.40082 2.39793 0.7 0.3 -0.6 -0.681
C 1.07058 1.95953 0.78314 3.8 2.9 -2.0 -0.989
C -0.76240 -0.93907 0.04927 -1.6 0.3 0.1 1.265
H 0.83441 -1.78412 -0.97601 0.6 -1.4 0.2 0.538
C -0.08732 -0.92751 1.40439 0.4 0.4 0.2 0.095
H -2.71016 -1.83349 -0.71176 0.1 0.5 -0.1 0.273
H -0.70650 -1.85137 -1.99392 1.6 1.5 1.4 0.258
H 3.62475 1.31134 -0.13390 0.0 0.2 -0.2 0.399
H -1.88010 0.88551 0.79032 -0.3 -0.2 1.1 0.454
H 3.54403 -0.33724 0.70749 -1.0 1.8 -0.9 0.293
C -0.03947 -1.23913 -1.23831 -0.2 -0.1 -0.8 -1.578
H 1.44197 -0.23077 2.40687 1.5 -0.1 4.7 0.279
H 0.29598 2.28425 1.37679 -2.0 0.0 1.1 0.385
H 2.70675 -0.06644 -0.73658 -0.4 -1.6 -3.3 0.298
C -1.88035 0.12700 0.04319 0.3 -1.4 -0.5 0.144
H -1.03378 1.03906 -1.64367 0.8 -0.3 -0.6 0.325
H 1.69749 2.87075 0.36567 -1.5 -1.9 0.4 0.202
C 1.66591 0.78828 0.74610 0.6 0.5 0.2 0.625
H 0.49271 -0.35474 -1.65125 -1.0 -0.2 -0.4 0.226
C -1.99003 0.73440 -1.27800 -3.3 2.2 -3.7 -1.360
C -2.29005 -1.31222 0.14560 2.1 0.2 -0.5 -1.164
N 1.16125 -0.25753 1.52425 -3.4 -2.3 -4.1 -0.029
H -2.50561 1.76156 -1.33827 0.3 -1.4 0.8 0.344
H -2.64087 0.17910 -2.12948 1.9 0.7 2.0 0.257
C 2.97363 0.47709 0.07106 1.1 -0.7 3.8 -1.244
H -2.36097 -1.88339 1.01905 -0.9 0.0 1.6 0.386
```
Positions in Å, forces in eV/Å.

---

# 6
This record from the Open Molecules 2025 dataset describes C22H26N2O7S in the gas phase. The level of theory is the ωB97M-V functional and the def2-TZVPD basis.

Calculated values
**Structure (SMILES)**: CCC(CC)NC(=O)COC(=O)c1ccc(NS(=O)(=O)c2ccc3c(c2)OCCO3)cc1

The geometry in XYZ format:
```
58
Properties=species:S:1:pos:R:3:forces:R:3:mulliken_charge:R:1
C 1.47561 0.35766 -1.67315 0.3 0.1 -0.1 -0.549
C -3.08875 -2.49674 -0.03620 0.8 -0.1 0.5 0.229
O -6.16086 -0.94247 -1.39828 0.1 0.0 -0.2 -0.730
H -1.23951 -1.43977 2.59421 0.0 0.1 0.1 0.517
C -2.06964 -3.08599 -0.78736 -0.3 0.0 0.0 -1.067
H -3.59704 -1.55540 1.81203 0.0 0.0 0.2 0.849
H 5.04252 2.77271 -0.93111 0.1 0.0 -0.1 0.371
C -3.73958 1.00069 0.77399 0.1 0.3 0.1 -0.537
C 3.16126 -3.03072 1.04507 0.6 0.1 0.1 -0.681
H -4.54107 -2.81088 -1.43080 -0.1 0.1 -0.1 0.323
H 0.02098 -3.50842 -0.91816 0.0 0.0 -0.1 0.502
H 3.28847 -2.73722 2.09269 0.0 -0.1 -0.1 0.348
H 0.47953 3.87647 0.75734 -0.1 -0.1 0.1 0.389
C 3.59567 1.65617 0.21910 0.2 -0.1 -0.2 -0.017
C 3.78816 0.34993 -0.55167 0.1 0.0 -0.2 -0.285
H -1.16982 3.97165 2.69853 0.0 0.0 -0.1 0.383
H -4.35927 0.90921 1.65036 0.0 0.0 0.2 0.530
C -0.27776 3.10676 0.91076 -0.1 0.2 0.5 -0.273
H -1.92588 4.47404 1.15613 0.0 -0.1 0.1 0.290
O -5.84935 -1.01750 1.04327 0.3 0.1 0.2 -0.642
H 1.18416 1.35330 -1.34973 -0.1 0.1 0.0 0.056
H 3.37044 3.05287 -1.42207 0.0 0.1 -0.1 0.320
C -2.79144 -1.94421 1.21203 0.1 -0.2 -0.1 -0.205
O -2.41785 2.61091 1.89340 -0.2 -0.3 0.1 -0.446
H 0.97513 0.14985 -2.61616 -0.1 0.0 -0.1 0.462
H 1.11802 -0.36459 -0.94100 -0.1 -0.1 0.1 0.102
H 0.15793 2.25276 1.44656 0.0 0.1 -0.1 0.115
H 3.98319 3.76999 0.06483 0.0 0.1 0.0 0.419
H 3.32922 1.02381 -2.54670 0.1 0.0 -0.1 0.481
C -2.16517 1.22151 -1.50360 -0.1 0.0 0.2 -0.661
C 2.98540 0.25059 -1.85944 0.0 -0.1 0.2 -1.085
H -3.52119 -0.19244 -2.37951 0.0 -0.1 -0.2 0.450
C -4.01326 0.25496 -0.35182 -0.6 -0.3 0.2 0.155
O 1.77333 -3.13003 0.73429 -0.3 -0.2 -0.2 -0.338
C -1.46818 3.63951 1.70371 0.4 0.2 -0.3 -0.555
H 4.18767 1.59509 1.13534 -0.1 0.0 0.0 0.467
O -0.70016 2.69864 -0.37577 -0.3 -0.1 -0.3 -0.479
C -0.46084 -2.44102 0.87507 -0.3 -0.1 -0.1 0.243
H 2.54703 1.75154 0.50721 -0.1 0.0 0.1 -0.128
C 4.02350 2.88754 -0.56968 -0.1 -0.2 0.2 -1.553
H 3.58261 -4.02013 0.86511 0.0 0.2 0.0 0.330
H 3.22541 -0.71640 -2.30600 0.1 0.1 -0.1 0.454
O 4.67876 -2.33746 -0.70177 0.3 -0.2 -0.3 -0.656
O 1.28789 -1.42294 2.11296 -0.1 -0.2 0.0 -0.727
H -2.30592 -3.54258 -1.73735 0.0 0.0 -0.1 0.335
C -3.25728 0.37609 -1.50305 0.1 0.1 -0.1 -0.668
N 3.43271 -0.75203 0.32706 -0.1 0.6 0.1 0.020
N -4.38109 -2.41643 -0.51616 -0.8 0.5 -0.1 -0.290
C 3.85235 -2.00916 0.12090 -0.4 -0.4 0.5 0.675
C -2.65534 1.86905 0.77644 -0.1 -0.1 -0.3 0.392
H -1.53531 1.32671 -2.37145 0.1 0.0 -0.1 0.483
C -1.83493 1.94272 -0.36017 -0.1 -0.1 0.2 0.496
H 4.84821 0.22528 -0.80569 -0.1 0.1 0.1 0.414
C -1.48739 -1.89597 1.64805 0.3 -0.1 -0.1 -0.501
C 0.93246 -2.27441 1.32112 0.1 0.3 0.3 0.560
C -0.76976 -3.06920 -0.33041 0.1 0.1 0.2 -0.770
S -5.28582 -0.99868 -0.26820 0.2 -0.3 -0.5 1.312
H 2.74186 -0.57520 1.04493 0.1 -0.2 0.0 0.370
```
Positions in Å, forces in eV/Å.

---

Energy above the lowest of the compared OMol25 structures with the same formula, charge and spin (computed, kcal/mol): 50.2, 64.6, 63.1, 0.0, 80.4, 34.5